1.
The following is a quantum chemistry calculation of 10 unconnected molecules or ions with the total composition C23H46Cl14N6O6 in a non-equilibrium geometry, from the Open Molecules 2025 dataset.

```
95
Properties=species:S:1:pos:R:3
Cl -0.693 -1.870 8.762
C -1.755 -3.344 8.696
Cl -3.376 -2.850 8.934
Cl -1.556 -4.251 7.097
Cl -1.253 -4.471 9.872
Cl 2.337 6.761 2.620
C 3.889 6.779 3.533
Cl 3.583 7.406 5.219
Cl 4.437 5.077 3.650
Cl 5.215 7.677 2.761
Cl -4.313 5.129 6.851
C -3.470 3.614 6.306
Cl -3.517 3.658 4.530
Cl -1.811 3.760 6.958
Cl -4.332 2.196 6.855
C 1.814 -3.176 -3.914
N 1.333 -4.362 -4.673
C 2.100 -5.012 -5.765
C 0.359 -5.078 -4.046
O 0.069 -6.241 -4.333
H 2.481 -3.375 -3.075
H 0.903 -2.695 -3.561
H 2.347 -2.530 -4.612
H 1.419 -5.180 -6.599
H 2.886 -4.302 -6.021
H 2.439 -6.030 -5.569
H -0.117 -4.550 -3.205
C -5.670 -1.867 -2.019
N -4.693 -1.361 -3.045
C -4.834 -2.025 -4.345
C -3.583 -0.695 -2.659
O -2.688 -0.429 -3.435
H -5.569 -1.209 -1.156
H -5.736 -2.946 -1.882
H -6.620 -1.638 -2.503
H -3.999 -1.987 -5.045
H -5.001 -3.091 -4.190
H -5.776 -1.652 -4.746
H -3.607 -0.337 -1.618
C 4.685 1.457 -2.319
N 4.883 2.819 -2.777
C 3.758 3.685 -2.517
C 5.981 3.144 -3.489
O 6.333 4.250 -3.778
H 3.965 0.918 -2.935
H 4.270 1.456 -1.311
H 5.616 0.892 -2.275
H 3.427 3.703 -1.479
H 3.996 4.722 -2.754
H 2.830 3.345 -2.979
H 6.591 2.266 -3.755
C 0.471 1.075 2.376
N 0.388 -0.380 2.295
C 0.124 -1.161 3.500
C 0.612 -0.983 1.118
O 0.906 -2.175 1.120
H 0.470 1.578 1.410
H 1.436 1.263 2.848
H -0.395 1.404 2.951
H 1.007 -1.333 4.114
H -0.533 -0.569 4.137
H -0.407 -2.096 3.316
H 0.525 -0.369 0.208
C 5.050 -3.450 2.746
N 5.675 -2.646 1.678
C 6.077 -3.379 0.502
C 6.091 -1.375 1.911
O 6.716 -0.716 1.157
H 4.866 -2.868 3.649
H 5.716 -4.268 3.020
H 4.109 -3.884 2.411
H 6.847 -4.120 0.718
H 5.268 -3.919 0.010
H 6.524 -2.758 -0.274
H 5.855 -1.007 2.921
C -1.653 6.504 -4.219
N -2.661 5.469 -4.362
C -3.321 5.375 -5.709
C -2.929 4.459 -3.402
O -2.227 4.240 -2.421
H -2.242 7.362 -4.545
H -0.786 6.448 -4.877
H -1.266 6.653 -3.212
H -4.051 4.566 -5.748
H -3.726 6.329 -6.046
H -2.640 5.161 -6.533
H -3.822 3.904 -3.730
Cl -8.033 -1.681 3.978
C -6.980 -2.690 5.023
C -6.039 -3.649 4.293
Cl -4.922 -2.726 3.349
H -7.606 -3.211 5.747
H -6.412 -1.950 5.586
H -6.601 -4.372 3.702
H -5.459 -4.214 5.023
```

Calculated values
**SMILES**: ClC(Cl)(Cl)Cl.ClC(Cl)(Cl)Cl.ClC(Cl)(Cl)Cl.CN(C)C=O.CN(C)C=O.CN(C)C=O.CN(C)C=O.CN(C)C=O.CN(C)C=O.ClCCCl
**Frontier orbital gap**: 8.920 eV
**Net charge**: 0

=====

2.
The following is a quantum chemistry calculation of a molecular structure, C6H15BeN4O in a non-equilibrium geometry, from the Open Molecules 2025 dataset.

```
27
Properties=species:S:1:pos:R:3
C 2.132 -0.324 -1.604
Be 1.112 1.182 -1.026
N 0.191 2.731 -0.831
H 1.278 1.178 -2.379
H -0.660 2.669 -1.391
H 2.323 1.330 -0.413
H 2.983 -0.062 -2.260
H 1.397 -0.980 -2.118
H 2.485 -0.806 -0.666
H -0.066 2.718 0.156
H 0.614 3.638 -1.032
C -2.485 -2.383 -0.232
N -1.541 -1.474 0.348
C -1.419 -1.410 1.691
C -0.514 -0.570 2.278
C 0.235 0.216 1.367
N 0.067 0.147 0.051
C -0.831 -0.724 -0.549
O -0.998 -0.804 -1.778
N 1.051 1.195 1.837
H -1.915 -3.087 -0.860
H -3.192 -1.780 -0.824
H -2.936 -2.855 0.646
H -2.085 -2.065 2.216
H -0.337 -0.411 3.337
H 1.303 1.170 2.837
H 1.808 1.561 1.197
```

Calculated values
**Relative energy (zero: lowest compared OMol25 entry of this formula, charge and spin)**: 2.160 eV
**Frontier orbital gap (spin up / spin down)**: 3.707 / 5.057 eV
**Net charge**: -1

=====

3.
The following is a quantum chemistry calculation of a single C4H6N2O molecule, from the Open Molecules 2025 dataset.

```
13
Properties=species:S:1:pos:R:3
C -1.703 0.650 0.877
C -0.956 -0.046 -0.227
N -0.510 0.581 -1.292
C 0.794 0.167 -1.458
C 1.130 -0.686 -0.439
O 2.289 -1.155 0.085
N -0.015 -0.927 0.244
H -1.754 1.695 0.577
H -1.017 0.611 1.736
H -2.672 0.276 1.198
H 1.434 0.600 -2.214
H 2.966 -0.493 -0.097
H -0.108 -1.473 1.084
```

Calculated values
**SMILES**: Cc1ncc(O)[nH]1
**Relative energy (zero: lowest compared OMol25 entry of this formula, charge and spin)**: 1.565 eV
**Frontier orbital gap**: 8.618 eV
**Net charge**: 0

=====

4.
The following is a quantum chemistry calculation of a molecular structure, C23H21N3O5PPdS in a non-equilibrium geometry, from the Open Molecules 2025 dataset.

```
55
Properties=species:S:1:pos:R:3
Pd 0.301 0.035 -0.424
C 1.073 -0.099 3.719
C 1.323 0.153 2.266
N 0.470 0.840 1.533
O -0.743 1.140 2.180
C 2.544 -0.299 1.702
C 3.632 -0.927 2.525
N 2.643 -0.104 0.373
O 3.718 -0.377 -0.181
H 0.087 0.238 4.018
H 1.825 0.423 4.314
H 1.170 -1.166 3.926
H -1.089 1.832 1.597
H 4.005 -0.260 3.310
H 4.453 -1.164 1.851
H 3.298 -1.854 3.005
O 0.573 -2.300 -0.307
S 0.216 -2.423 -1.731
O 0.930 -3.434 -2.453
O 0.233 -1.069 -2.349
C -1.504 -2.914 -1.760
C -1.873 -3.789 -2.779
C -3.182 -4.223 -2.877
C -4.125 -3.785 -1.956
C -3.756 -2.909 -0.949
C -2.443 -2.451 -0.829
P -1.982 -1.258 0.518
C -2.191 -2.308 2.004
C -2.268 -1.693 3.259
C -2.280 -2.449 4.422
C -2.188 -3.834 4.355
C -2.078 -4.452 3.119
C -2.074 -3.696 1.952
C -3.497 -0.203 0.513
C -4.615 -0.362 1.334
C -5.704 0.498 1.225
C -5.690 1.528 0.295
C -4.582 1.698 -0.525
C -3.495 0.841 -0.416
H -1.114 -4.126 -3.472
H -3.469 -4.906 -3.668
H -5.151 -4.128 -2.023
H -4.503 -2.565 -0.243
H -2.302 -0.611 3.317
H -2.346 -1.956 5.384
H -2.189 -4.426 5.262
H -1.988 -5.530 3.057
H -1.974 -4.191 0.993
H -4.645 -1.165 2.058
H -6.566 0.358 1.869
H -6.537 2.200 0.215
H -4.550 2.511 -1.241
H -2.628 0.999 -1.041
N -0.586 2.972 -0.949
C -0.150 1.898 -0.906
```

Calculated values
**Relative energy (zero: lowest compared OMol25 entry of this formula, charge and spin)**: 2.016 eV
**Frontier orbital gap (spin up / spin down)**: 6.631 / 6.636 eV
**Net charge**: -1

=====

Q: Which total energy values were calculated for the entries above? A: -221133.3220 -14872.5087 -9271.9365 -62501.8101, in eV.